Entry 1:
{
  "formula": "C4H2OS",
  "method": "ωB97M-V with the def2-TZVPD basis set",
  "total_charge": 0,
  "lumo_energy_ev": -1.38,
  "gap_ev": 8.02,
  "homo_energy_ev": -9.41,
  "elements": ["O", "C", "C", "C", "C", "S", "H", "H"],
  "coordinates": [[-2.849730, -1.973669, -0.238410], [-2.480344, -0.998642, 0.330201], [-1.020184, -0.502764, 0.161388], [0.036209, 0.089687, 0.208822], [1.498536, 0.175651, 0.217656], [2.241834, 1.512950, -0.341299], [-3.213280, -0.406867, 0.950495], [1.936472, -0.594578, 0.909167]],
  "forces_ev_per_angstrom": [[-0.200, -0.707, -0.245], [1.347, 1.137, -0.293], [-2.512, 0.322, 0.915], [1.394, -1.606, -0.346], [-1.125, 1.378, 1.200], [0.069, -1.057, 0.102], [1.053, -0.077, -0.225], [-0.026, 0.609, -1.107]],
  "mulliken_charge": [-0.37, -0.17, 0.28, 0.17, -0.32, -0.17, 0.29, 0.28]
}

Entry 2:
{
  "formula": "CH4FPS2",
  "method": "ωB97M-V with the def2-TZVPD basis set",
  "total_charge": 0,
  "lumo_energy_ev": [-2.44, -0.39],
  "gap_ev": [6.67, 8.64],
  "homo_energy_ev": [-9.11, -9.02],
  "elements": ["C", "F", "P", "S", "S", "H", "H", "H", "H"],
  "coordinates": [[-0.853848, -0.568091, -0.202590], [2.586800, -0.143387, 1.714476], [2.362369, -0.315909, 0.121862], [3.681218, -1.641307, -0.452847], [2.783180, 1.614337, -0.510638], [-1.359042, -0.007910, 0.523297], [-0.145314, -0.019023, -0.823048], [-0.849508, -1.692612, -0.272768], [1.923213, 2.208151, 0.462501]],
  "forces_ev_per_angstrom": [[1.657, -1.570, -1.221], [-0.529, 0.130, -0.432], [1.085, -1.134, 1.171], [-0.747, 0.611, -0.278], [-0.936, 1.103, 0.911], [-0.783, 0.325, 1.005], [-0.534, -0.249, -0.131], [-0.201, 1.578, 0.231], [0.988, -0.795, -1.256]],
  "mulliken_charge": [-0.83, -0.24, 0.50, -0.30, -0.21, 0.32, 0.27, 0.30, 0.19]
}

Asked for electronic energy across the records above, the calculation gives -626.91769, -1278.02966 a.u. in order.
Asked for ΔE to the lowest compared entry with this formula, charge and spin across the records above, the calculation gives 46.0, 334.7 kJ/mol in order.
Asked for molar mass across the records above, the calculation gives 98.13, 130.15 g/mol in order.